Record 1
{
  "formula": "C36H58ClFN3O8P2S",
  "method": "wB97M-V/def2-TZVPD",
  "species": ["C", "C", "C", "C", "C", "C", "C", "C", "C", "C", "C", "C", "O", "Cl", "O", "C", "O", "C", "C", "C", "P", "N", "O", "O", "N", "C", "C", "C", "C", "C", "C", "O", "N", "C", "O", "F", "C", "O", "P", "S", "H", "H", "H", "H", "H", "H", "H", "H", "H", "H", "H", "H", "H", "H", "H", "H", "H", "H", "H", "H", "H", "H", "H", "H", "H", "H", "H", "H", "H", "H", "H", "H", "H", "H", "H", "H", "H", "H", "H", "H", "H", "H", "H", "H", "H", "H", "C", "C", "C", "C", "C", "C", "H", "H", "H", "H", "H", "H", "C", "C", "C", "C", "C", "C", "H", "H", "H", "H", "H", "H"],
  "positions_angstrom": [[7.810960, 1.245564, 6.469896], [6.560968, 1.005479, 5.611230], [6.519743, -0.383594, 4.967620], [5.173425, -0.743308, 4.340045], [4.711026, 0.244302, 3.247883], [3.671844, 1.292763, 3.705847], [2.286138, 1.184613, 3.022131], [1.951931, 2.432689, 2.190065], [0.473984, 2.658513, 1.846206], [-0.336281, 2.098284, 0.640959], [-1.785839, 1.917763, 1.177796], [-2.348271, 3.161049, 1.843121], [-2.364200, 3.370724, 2.992178], [-3.079523, 4.292371, 0.704924], [-0.305488, 3.095079, -0.344125], [-1.051595, 2.875148, -1.523636], [-0.562518, 3.705343, -2.501130], [-1.055899, 5.060013, -2.459540], [-0.268862, 5.868915, -3.468333], [-0.844733, 1.490615, -2.184225], [-1.911810, 1.464139, -3.754409], [-1.069895, 1.561721, -5.028477], [-2.967451, 2.619940, -3.450136], [-2.921472, 0.211167, -3.798273], [-0.762237, 0.301240, -1.203709], [-0.111634, -0.896295, -1.926437], [-0.926514, -1.758415, -2.881459], [-0.117420, -3.052551, -3.149485], [-0.407208, -4.090107, -2.059851], [-0.482709, -3.590759, -4.534293], [-2.128248, -0.167830, -0.718121], [-3.062359, 0.483980, -0.974241], [-2.107665, -1.387435, 0.006907], [-2.533168, -1.265941, 1.391565], [-3.628729, -1.113930, 1.747467], [-1.493571, -1.348954, 2.204382], [0.182102, 0.761373, 0.013455], [0.069058, -0.171957, 1.021223], [2.029185, 0.886729, -0.565385], [2.686528, 2.382003, -1.572376], [8.577103, 1.794434, 5.916534], [8.254541, 0.298666, 6.790857], [7.579551, 1.821402, 7.368581], [5.655318, 1.139563, 6.216562], [6.514007, 1.767454, 4.822472], [6.758417, -1.123507, 5.740974], [7.304942, -0.461471, 4.203965], [5.241628, -1.748704, 3.912070], [4.424940, -0.784981, 5.141903], [5.600082, 0.760862, 2.865590], [4.315824, -0.327109, 2.398807], [4.070692, 2.299424, 3.549772], [3.520653, 1.176092, 4.783075], [2.282692, 0.267760, 2.423023], [1.498911, 1.067460, 3.774167], [2.198584, 3.279321, 2.842584], [2.621138, 2.569669, 1.332655], [-0.075826, 2.421150, 2.760710], [0.342066, 3.736930, 1.697688], [-2.488493, 1.661620, 0.394305], [-1.796485, 1.148645, 1.956623], [-2.108442, 3.081336, -1.329295], [-0.927121, 5.454844, -1.445888], [-2.123170, 5.040126, -2.707084], [0.800917, 5.676895, -3.356665], [-0.431736, 6.933328, -3.275731], [-0.578517, 5.652009, -4.492011], [0.167386, 1.577332, -2.594404], [-0.066686, 1.635891, -4.942139], [-3.887320, 2.328586, -3.509360], [-2.756378, -0.262674, -4.629820], [0.317430, -1.518247, -1.138798], [0.698416, -0.474494, -2.517415], [-1.028769, -1.227789, -3.828666], [-1.908368, -2.061630, -2.518559], [0.953407, -2.813218, -3.102980], [-1.476937, -4.337102, -2.071957], [0.145105, -5.015011, -2.231515], [-0.178686, -3.705745, -1.059743], [0.062214, -3.084675, -5.335570], [-0.240789, -4.655377, -4.610036], [-1.558758, -3.494178, -4.712361], [-2.857530, -1.931872, -0.428265], [0.692299, -0.909846, 0.965263], [2.593996, 0.618527, 0.677103], [2.209233, -0.353698, -1.182490], [-7.463552, 4.716237, -0.471147], [-6.602297, 3.662361, -0.198227], [-7.005223, 2.355724, -0.441893], [-8.267712, 2.102201, -0.960557], [-9.127438, 3.156941, -1.234470], [-8.726250, 4.463005, -0.988479], [-7.152372, 5.734996, -0.278276], [-5.615309, 3.854474, 0.201181], [-6.337368, 1.530928, -0.221010], [-8.583756, 1.083968, -1.147572], [-10.112427, 2.960826, -1.637526], [-9.399664, 5.283747, -1.197976], [2.023170, -7.291837, -0.985982], [2.809482, -8.265795, -1.585593], [2.618159, -9.602036, -1.263287], [1.640343, -9.962526, -0.346285], [0.853568, -8.988020, 0.251681], [1.046525, -7.651072, -0.067277], [2.176682, -6.248082, -1.234280], [3.570394, -7.985243, -2.302386], [3.232225, -10.363217, -1.726345], [1.491741, -11.004901, -0.096742], [0.092180, -9.270847, 0.966896], [0.435853, -6.890256, 0.403758]],
  "forces_ev_per_a": [[0.045, -0.003, -0.063], [-0.121, 0.048, -0.110], [0.095, 0.032, 0.089], [-0.030, 0.046, -0.018], [0.201, 0.075, -0.025], [-0.099, -0.199, 0.055], [0.149, 0.185, 0.008], [0.172, 0.078, 0.091], [0.017, 0.154, 0.128], [-0.307, 0.060, -0.012], [-0.189, -0.052, 0.213], [0.289, -0.452, -0.874], [-0.019, 0.243, 1.212], [-0.095, 0.358, -0.124], [0.379, -0.071, -0.344], [-0.337, -0.036, -0.154], [0.016, 0.096, -0.043], [0.000, 0.063, -0.029], [-0.042, 0.155, 0.144], [-0.062, -0.041, 0.282], [0.039, 0.322, -0.169], [-0.023, -0.335, 0.404], [0.042, -0.116, -0.025], [0.047, 0.024, 0.097], [0.085, 0.003, -0.720], [0.154, -0.058, 0.240], [0.508, -0.056, -0.187], [-0.191, -0.073, 0.217], [-0.299, 0.178, -0.075], [0.182, -0.286, -0.004], [1.238, -0.096, 0.256], [-1.163, 0.111, -0.931], [-0.216, -0.523, -0.229], [1.242, 0.189, -0.438], [-1.151, -0.019, 0.458], [-0.687, -0.613, 0.389], [0.354, -0.069, 0.603], [0.586, 0.401, -0.613], [0.072, 0.499, -0.389], [-0.174, -0.201, 0.006], [-0.033, -0.097, 0.051], [-0.058, 0.082, 0.025], [0.030, -0.009, -0.105], [0.110, -0.065, -0.012], [-0.088, -0.040, 0.138], [-0.020, 0.013, -0.121], [-0.026, 0.010, 0.105], [0.006, 0.062, 0.102], [-0.016, -0.064, -0.145], [-0.114, -0.092, -0.035], [-0.037, 0.076, 0.054], [-0.054, -0.061, 0.059], [0.104, 0.140, -0.086], [-0.183, 0.023, 0.149], [0.048, -0.040, -0.068], [-0.064, -0.054, -0.113], [-0.062, -0.024, 0.099], [0.015, -0.081, -0.123], [-0.008, -0.131, 0.040], [0.177, 0.432, 0.416], [0.072, 0.110, -0.118], [0.096, -0.137, 0.043], [0.024, -0.079, -0.097], [0.072, 0.024, 0.081], [-0.110, -0.025, -0.031], [-0.033, -0.111, -0.091], [0.090, -0.063, 0.091], [-0.048, -0.204, 0.122], [-0.045, 0.210, -0.186], [0.013, 0.018, 0.027], [-0.065, 0.043, 0.114], [-0.177, 0.024, -0.060], [-0.023, 0.087, 0.104], [-0.092, -0.072, 0.177], [-0.101, 0.212, -0.020], [-0.058, -0.014, -0.199], [0.136, -0.055, -0.004], [0.036, 0.091, 0.097], [0.068, -0.129, -0.044], [-0.174, 0.101, 0.098], [0.001, 0.134, 0.008], [0.094, -0.004, -0.015], [0.011, -0.002, 0.097], [-0.038, 0.039, -0.089], [-0.045, -0.080, 0.059], [-0.058, -0.207, 0.137], [0.011, 0.007, -0.009], [0.013, -0.051, -0.050], [0.021, -0.009, -0.017], [0.002, 0.004, -0.006], [-0.003, -0.001, -0.003], [-0.004, -0.008, -0.003], [-0.002, -0.002, 0.005], [-0.107, 0.013, 0.023], [0.002, 0.006, 0.009], [-0.006, -0.001, 0.005], [-0.002, 0.001, 0.005], [0.001, 0.000, -0.002], [-0.005, 0.042, -0.013], [-0.014, -0.011, 0.000], [-0.003, -0.002, -0.003], [0.000, -0.001, 0.000], [-0.001, 0.002, -0.001], [-0.003, 0.005, -0.012], [0.017, -0.001, 0.011], [0.006, 0.001, 0.008], [-0.004, -0.001, -0.003], [0.001, 0.000, 0.001], [0.003, -0.001, 0.003], [-0.001, -0.001, 0.000]],
  "mulliken_charge": [-1.258, 0.085, -0.740, -1.004, -0.540, -0.986, 0.181, -1.486, -1.586, 1.182, -1.297, 0.107, -0.453, -0.173, -0.337, -1.124, -0.249, 0.013, -1.367, -0.222, 1.003, -0.905, -0.468, -0.581, 1.486, -1.676, -1.000, 0.561, -1.477, -1.602, -1.552, -0.204, 0.523, 0.421, -0.370, -0.163, 0.367, -0.384, 0.372, -0.296, 0.309, 0.314, 0.339, 0.186, 0.156, 0.425, 0.251, 0.285, 0.419, 0.489, 0.315, 0.407, 0.296, -0.124, 0.549, 0.738, -0.011, 0.630, 0.505, 0.385, 0.668, 0.733, 0.249, 0.248, 0.318, 0.420, 0.332, 0.884, 0.252, 0.338, 0.412, 0.745, 0.882, 0.517, 0.550, 0.331, 0.295, 0.408, 0.306, 0.382, 0.449, 0.339, 0.489, 0.624, -0.107, 0.234, -0.456, 0.084, -0.488, -0.476, -0.427, -0.393, 0.388, 0.193, 0.485, 0.384, 0.365, 0.370, -0.220, -0.507, -0.351, -0.398, -0.404, -0.300, 0.397, 0.357, 0.366, 0.363, 0.359, 0.344],
  "lumo_ev": -3.834,
  "charge": 1,
  "e_tot_ha": -3813.425243
}


Record 2
{
  "formula": "C28H36Cl14O2",
  "method": "wB97M-V/def2-TZVPD",
  "species": ["Cl", "C", "C", "Cl", "H", "H", "H", "H", "Cl", "C", "C", "Cl", "H", "H", "H", "H", "Cl", "C", "C", "Cl", "H", "H", "H", "H", "Cl", "C", "C", "Cl", "H", "H", "H", "H", "Cl", "C", "C", "Cl", "H", "H", "H", "H", "Cl", "C", "C", "Cl", "H", "H", "H", "H", "Cl", "C", "C", "Cl", "H", "H", "H", "H", "C", "C", "C", "C", "C", "C", "C", "O", "C", "C", "C", "C", "C", "C", "C", "O", "H", "H", "H", "H", "H", "H", "H", "H"],
  "positions_angstrom": [[-2.518302, -3.626867, -1.966672], [-2.169320, -3.941522, -3.687728], [-3.106092, -3.231598, -4.608254], [-4.722434, -3.986638, -4.549622], [-2.194875, -5.030421, -3.703347], [-1.119258, -3.730654, -3.897484], [-2.779613, -3.349835, -5.639705], [-3.246819, -2.174933, -4.400515], [-2.884155, 1.137570, -6.326722], [-1.333405, 1.704462, -5.679149], [-0.176177, 0.929513, -6.258039], [1.360036, 1.801966, -5.944459], [-1.346741, 1.514015, -4.608093], [-1.214322, 2.767122, -5.864517], [-0.139515, 0.793961, -7.336176], [-0.102110, -0.068983, -5.830527], [1.850057, -2.314272, 6.281625], [0.751606, -0.921113, 6.438150], [1.001854, 0.116676, 5.358085], [2.670242, 0.752295, 5.433665], [0.984670, -0.457221, 7.394488], [-0.297494, -1.203684, 6.453622], [0.315591, 0.954805, 5.448425], [0.915861, -0.290238, 4.355428], [1.662264, -1.381443, 2.263760], [2.372116, -2.814504, 1.495988], [1.294561, -3.756000, 0.963653], [1.932688, -5.393507, 0.869388], [2.927311, -3.364279, 2.256039], [3.114696, -2.550242, 0.747405], [1.008586, -3.461138, -0.043441], [0.451273, -3.830834, 1.641532], [-3.182042, 0.284384, 0.916006], [-2.461871, 1.866015, 0.625283], [-1.776676, 2.512892, 1.819935], [-0.133558, 1.896282, 2.102506], [-3.242107, 2.521537, 0.239986], [-1.738501, 1.781227, -0.186969], [-2.340027, 2.308139, 2.725411], [-1.740130, 3.578680, 1.613077], [5.980080, 2.860865, 2.621322], [4.518745, 3.318031, 3.537487], [4.823254, 3.590441, 5.009871], [5.773611, 5.059446, 5.260630], [3.743124, 2.583390, 3.360441], [4.270435, 4.332048, 3.226705], [5.235296, 2.798894, 5.628767], [3.870699, 3.875861, 5.461073], [-4.926958, -0.222697, -3.451794], [-5.157932, -1.405119, -2.135462], [-6.444507, -1.237841, -1.389180], [-6.484933, 0.286401, -0.438758], [-4.321073, -1.407814, -1.443269], [-5.194764, -2.382546, -2.621476], [-6.601431, -2.105821, -0.745018], [-7.347906, -1.258248, -1.997304], [-1.729167, -1.067524, 1.257896], [-2.093070, -1.123076, -0.071963], [-1.263417, -0.549426, -1.026974], [-0.039354, -0.017602, -0.639885], [0.289502, 0.120543, 0.719868], [-0.571000, -0.424153, 1.666062], [1.494184, 0.839937, 1.159537], [1.710346, 1.166389, 2.294355], [2.456647, 1.146458, 0.064754], [3.722735, 1.556823, 0.444133], [4.599043, 2.112042, -0.477700], [4.338958, 1.994409, -1.824172], [3.076232, 1.504045, -2.214597], [2.136526, 1.060067, -1.298245], [0.859853, 0.466774, -1.752715], [0.557727, 0.354161, -2.914963], [-2.324261, -1.572356, 2.011232], [-3.024315, -1.572385, -0.378361], [-1.523755, -0.483474, -2.074477], [-0.413475, -0.336586, 2.731035], [3.979327, 1.388958, 1.479655], [5.526053, 2.488521, -0.061929], [4.933072, 2.452045, -2.603045], [2.917997, 1.468505, -3.285575]],
  "forces_ev_per_a": [[0.123, 0.112, 0.038], [0.755, -0.788, 0.529], [-0.232, -0.348, -0.497], [-0.277, -0.078, -0.041], [-0.497, 0.056, -0.649], [-0.120, 0.615, 0.155], [0.132, 0.057, 0.022], [0.196, 0.018, 0.171], [-0.135, -0.082, -0.160], [0.432, -0.087, 0.313], [0.642, -0.459, -0.481], [-0.004, -0.001, 0.271], [-0.054, 0.201, 0.034], [-0.200, 0.017, -0.110], [-0.649, 0.262, -0.041], [0.054, 0.139, 0.251], [-0.383, -0.105, -0.071], [0.461, 0.904, 0.149], [0.113, -0.266, -0.289], [-0.054, 0.117, 0.170], [-0.049, -0.122, 0.104], [0.052, -0.390, -0.192], [0.006, 0.053, 0.157], [-0.107, -0.092, 0.163], [2.761, -3.113, 0.804], [0.259, -1.140, 0.688], [0.133, 0.656, -0.134], [0.391, -0.665, -0.220], [-0.071, 0.181, 0.177], [-0.270, 0.352, -0.198], [-0.379, -0.007, 0.124], [-0.121, 0.364, -0.104], [-7.666, 7.241, 1.917], [0.454, 1.084, -0.396], [-0.722, -0.457, 0.050], [-5.610, 7.602, 2.389], [-0.205, -0.165, 0.215], [-0.087, -0.439, -0.135], [-0.247, 0.301, 0.091], [0.069, 0.112, 0.157], [0.144, -0.126, 0.104], [0.939, 1.110, 0.850], [-1.177, -0.266, 0.394], [0.600, 0.224, -0.157], [-0.130, 0.004, 0.138], [-0.448, -0.341, -0.749], [0.230, -0.186, -0.385], [-0.125, -0.377, -0.051], [0.142, 0.056, 0.283], [-0.434, -0.601, -0.272], [-0.729, -0.004, 0.173], [-0.098, -0.370, -0.048], [-0.076, 0.365, -0.381], [0.099, 0.116, 0.082], [0.399, 0.258, 0.434], [0.290, 0.364, -0.416], [5.132, -2.722, 2.885], [2.744, -1.922, -4.538], [-1.115, -1.492, 0.293], [1.651, 0.983, 0.557], [-0.210, -1.016, -3.005], [-2.723, -2.920, -0.294], [2.009, -1.609, -3.964], [3.679, -0.605, 1.836], [0.267, -0.013, 0.101], [-0.545, 0.052, 0.022], [0.956, -0.860, 0.611], [-1.698, 0.793, -0.107], [1.015, -0.118, -0.402], [0.554, 0.364, -0.179], [-0.528, 0.003, 1.751], [-0.105, -0.038, -0.690], [0.071, -0.075, -0.056], [0.391, -0.443, 0.114], [-0.135, -0.270, 0.014], [-0.028, -0.200, -0.306], [0.143, 0.536, 0.054], [0.079, 0.100, -0.389], [0.413, -0.210, 0.175], [-0.536, -0.189, 0.093]],
  "mulliken_charge": [-0.105, -0.520, -0.141, -0.208, 0.397, 0.323, 0.362, 0.002, -0.214, -0.165, -0.407, -0.210, -0.024, 0.394, 0.431, 0.206, -0.178, -0.478, 0.012, -0.165, 0.340, 0.352, 0.388, -0.354, 0.085, -0.769, -0.062, -0.218, 0.442, 0.317, 0.103, 0.203, -0.189, 0.057, -0.870, 0.057, 0.575, -0.052, 0.317, 0.435, -0.228, 0.628, -0.570, -0.196, -0.515, 0.275, 0.369, 0.325, -0.152, 1.399, -0.659, -0.192, -0.677, -0.059, 0.344, 0.440, -1.410, -1.231, -1.013, 0.027, 1.017, -0.720, 0.818, -0.337, -0.068, -0.302, -0.679, -0.815, -0.505, 0.181, 0.680, -0.667, 0.669, 0.639, 0.630, 0.364, 0.635, 0.335, 0.373, 0.379],
  "lumo_ev": -1.042,
  "e_above_lowest_kcal_mol": 209.07,
  "e_tot_ha": -7681.381559
}


no.,HOMO (eV)
1,-11.1
2,-7.2